(1)
{"formula": "C2H4ClN", "method": "ωB97M-V with the def2-TZVPD basis set", "energy_ha": -593.5017, "homo_lumo_gap_ev": 11.11, "lumo_energy_ev": 0.91, "de_lowest_ev": 1.073, "smiles": "[H]/N=C/CCl", "species": ["H", "N", "C", "C", "Cl", "H", "H", "H"], "xyz": [[-1.6807, 0.6156, 0.6170], [-0.6798, 0.4760, 0.5595], [-0.2267, 0.8345, -0.5207], [1.2408, 0.2959, -1.0659], [2.2992, -0.0898, 0.3945], [-0.8627, 1.3418, -1.2732], [1.3651, -0.6922, -1.6711], [1.6760, 1.1422, -1.6767]], "mulliken_charge": [0.259, -0.454, -0.080, -0.373, -0.189, 0.318, 0.265, 0.255]}

(2)
{"formula": "C6H9NS", "method": "ωB97M-V with the def2-TZVPD basis set", "energy_ha": -686.6749, "homo_lumo_gap_ev": 6.55, "lumo_energy_ev": -1.38, "de_lowest_ev": 7.835, "species": ["C", "C", "C", "C", "C", "C", "H", "H", "H", "H", "H", "H", "H", "H", "H", "N", "S"], "xyz": [[-2.9611, 1.2590, -0.9415], [-1.7403, 0.7210, -1.7185], [-0.7674, 0.1684, -0.6910], [0.5006, 0.5358, -0.4707], [1.1810, -0.3509, 0.3401], [-1.0522, -1.0311, 0.2013], [-3.5002, 0.4694, -0.4864], [-3.5655, 1.6015, -1.7428], [-2.7953, 2.0065, -0.2031], [-1.3331, 1.4893, -2.5160], [-2.1871, -0.1901, -2.2667], [1.1214, 1.3120, -1.0455], [0.4456, -1.4812, 2.0755], [-1.8363, -1.8379, -0.4146], [-1.3105, -0.4988, 1.4746], [0.6228, -1.4859, 0.3002], [2.4773, -0.0177, 1.4191]], "mulliken_charge": [-1.235, -0.446, 0.159, -0.194, 0.036, -0.300, 0.362, 0.389, 0.367, 0.326, 0.219, 0.292, 0.254, 0.266, 0.242, -0.430, -0.305]}

(3)
{"formula": "H24O12", "method": "ωB97M-V with the def2-TZVPD basis set", "energy_ha": -917.1132, "homo_lumo_gap_ev": 8.76, "lumo_energy_ev": -0.79, "de_lowest_ev": 5.773, "smiles": "O.O.O.O.O.O.O.O.O.O.O.O", "species": ["O", "H", "H", "O", "H", "H", "O", "H", "H", "O", "H", "H", "O", "H", "H", "O", "H", "H", "O", "H", "H", "O", "H", "H", "O", "H", "H", "O", "H", "H", "O", "H", "H", "O", "H", "H"], "xyz": [[-0.5397, 0.4839, -0.0791], [-0.3990, -0.1198, -0.9156], [-0.2051, -0.1132, 0.6222], [-0.1155, -1.6863, 3.8946], [-0.5409, -0.7709, 3.9487], [0.7928, -1.3923, 3.7278], [3.3964, 3.3054, 1.6003], [2.5445, 2.8690, 1.7102], [3.2176, 3.9934, 0.9453], [0.3517, -4.3325, 0.5850], [0.4024, -4.7328, 1.4500], [1.2686, -4.0545, 0.2639], [-2.0713, -3.9258, -4.2331], [-1.5817, -3.4466, -4.8232], [-1.5767, -3.6288, -3.4672], [-3.6296, 1.6287, 0.4857], [-3.0159, 2.1486, 1.0412], [-4.4495, 1.9501, 0.7683], [-4.1420, 2.5194, -3.4520], [-4.3516, 2.8430, -2.5829], [-3.1919, 2.2367, -3.4537], [0.6845, 3.1656, -0.6860], [1.5714, 2.8454, -0.6351], [0.1759, 2.4198, -0.8172], [1.7716, -1.6600, -0.9090], [1.6775, -2.2510, -0.2143], [1.3497, -2.0032, -1.6878], [3.9364, 0.3778, -1.9070], [4.0388, 1.2575, -1.4601], [3.0523, 0.3197, -2.1762], [-3.8422, 0.0501, 1.5178], [-4.1196, -0.8467, 1.6580], [-3.1002, -0.0551, 0.8588], [3.6852, 0.3996, 3.1499], [3.3204, 0.7549, 2.3922], [3.6347, -0.5489, 2.8798]], "mulliken_charge": [-0.649, 0.333, 0.286, -0.632, 0.324, 0.311, -0.623, 0.322, 0.305, -0.621, 0.321, 0.304, -0.590, 0.297, 0.292, -0.630, 0.331, 0.294, -0.632, 0.315, 0.315, -0.594, 0.271, 0.311, -0.470, 0.179, 0.298, -0.599, 0.312, 0.291, -0.568, 0.257, 0.341, -0.571, 0.251, 0.319]}

(4)
{"formula": "C6H6", "method": "ωB97M-V with the def2-TZVPD basis set", "energy_ha": -232.0463, "homo_lumo_gap_ev": 9.50, "lumo_energy_ev": 0.10, "de_lowest_ev": 4.897, "smiles": "C#CC#CCC", "species": ["C", "C", "C", "C", "C", "C", "H", "H", "H", "H", "H", "H"], "xyz": [[-1.9517, 2.5671, 2.3505], [-1.5348, 1.8578, 1.4300], [-0.8997, 1.0945, 0.5033], [-0.2402, 0.4411, -0.2667], [0.4704, -0.3904, -1.2178], [0.9329, -1.7189, -0.6152], [-1.0077, 2.6945, 2.8889], [-0.2286, -0.5633, -2.0445], [1.3146, 0.1740, -1.6283], [1.2888, -2.3800, -1.4091], [1.7458, -1.5628, 0.0998], [0.1101, -2.2137, -0.0908]], "mulliken_charge": [-0.954, 0.454, 0.242, -0.137, -0.277, -1.065, 0.263, 0.269, 0.254, 0.318, 0.305, 0.328]}

(5)
{"formula": "C25H30As2ClIN2O15P2V", "method": "ωB97M-V with the def2-TZVPD basis set", "energy_ha": -9065.1633, "homo_lumo_gap_ev": [5.68, 6.77], "lumo_energy_ev": [-0.93, -0.70], "spin_multiplicity": 4, "de_lowest_ev": 0.018, "s_squared": 3.77, "species": ["V", "Cl", "C", "C", "C", "I", "C", "O", "C", "N", "C", "C", "C", "C", "H", "H", "H", "H", "N", "C", "C", "P", "O", "O", "O", "P", "O", "O", "O", "H", "H", "H", "H", "H", "H", "H", "H", "C", "O", "C", "O", "C", "C", "As", "C", "C", "C", "As", "C", "C", "O", "O", "C", "C", "O", "O", "C", "C", "O", "O", "C", "H", "H", "H", "H", "H", "H", "H", "H", "H", "H", "H", "H", "H", "H", "H", "H", "H", "H"], "xyz": [[0.2608, -0.6725, 0.4489], [-1.8121, -7.0363, -0.7259], [-1.5843, -5.3138, -0.7469], [-2.1335, -4.5731, -1.7493], [-1.9743, -3.1697, -1.7783], [-2.9164, -2.0363, -3.2406], [-1.2593, -2.5215, -0.8124], [-1.1072, -1.1949, -0.7229], [-0.6673, -3.3101, 0.2106], [0.0516, -2.6056, 1.1404], [0.5813, -3.2338, 2.1673], [0.4380, -4.6199, 2.3267], [-0.2472, -5.3444, 1.3939], [-0.8311, -4.6951, 0.2835], [-2.7100, -5.0642, -2.5204], [1.1262, -2.6358, 2.8861], [0.8745, -5.0939, 3.1935], [-0.3594, -6.4147, 1.5001], [3.1799, 2.2248, -0.0938], [3.3839, 0.7486, -0.3834], [4.7475, 0.5289, -1.0141], [3.1759, -0.1164, 1.2428], [4.0275, 0.9207, 2.1526], [3.7178, -1.4744, 1.2841], [1.7101, 0.1875, 1.5343], [2.0281, 0.2116, -1.5294], [0.7728, 1.1334, -0.8734], [2.3184, 0.6456, -2.8971], [1.6432, -1.1721, -1.0610], [3.8703, 2.5233, 0.6018], [2.2422, 2.3616, 0.3003], [3.2639, 2.7764, -0.9502], [5.5438, 0.8717, -0.3499], [4.8174, 1.0308, -1.9800], [4.8900, -0.5383, -1.1755], [4.6576, 0.4495, 2.7138], [0.0988, 1.3077, -1.5504], [-1.7623, 5.0016, 2.7269], [-1.5404, 3.6110, 2.5149], [-1.2342, 2.9108, 3.6644], [-1.1814, 3.4811, 4.7385], [-1.0023, 1.5130, 3.4494], [-0.9676, 0.5898, 4.5431], [-2.6776, 0.6451, 5.4262], [-2.6966, -0.9127, 6.6108], [-3.5500, -0.2755, 3.8706], [-3.1168, -0.3411, 2.6152], [-1.5111, 0.5501, 1.8944], [-2.4367, 1.6900, 0.6154], [-3.8503, -1.1983, 1.6424], [-3.3343, -2.0656, 0.9863], [-5.1669, -0.9499, 1.6254], [-5.9397, -1.8882, 0.8617], [-4.7795, -1.0390, 4.2714], [-4.7811, -2.2265, 4.4322], [-5.8753, -0.3182, 4.5897], [-5.9820, 1.0392, 4.1390], [-0.1735, -0.6344, 4.4806], [-0.5922, -1.7718, 4.5314], [1.1675, -0.4828, 4.2507], [1.7634, 0.8066, 4.4258], [-2.0370, 5.4117, 1.7571], [-0.8621, 5.4895, 3.1015], [-2.5634, 5.1663, 3.4455], [-2.0256, -0.6901, 7.4410], [-2.3737, -1.8127, 6.0965], [-3.7063, -1.0356, 7.0019], [-3.2256, 2.2481, 1.1127], [-2.8475, 1.0333, -0.1538], [-1.7309, 2.3902, 0.1721], [-6.9760, -1.6012, 1.0112], [-5.7649, -2.8986, 1.2253], [-5.6693, -1.8287, -0.1918], [-6.9947, 1.3438, 4.3878], [-5.8344, 1.0948, 3.0611], [-5.2717, 1.6887, 4.6499], [2.8160, 0.6190, 4.6343], [1.3065, 1.3376, 5.2600], [1.6590, 1.4078, 3.5261]], "mulliken_spin": [2.034, -0.001, -0.004, 0.000, -0.012, 0.000, -0.017, -0.032, 0.039, -0.085, 0.067, -0.003, 0.014, 0.004, 0.000, 0.005, 0.000, 0.000, 0.002, -0.009, 0.000, 0.014, 0.000, -0.001, -0.019, 0.008, 0.011, 0.001, -0.007, 0.000, 0.001, 0.000, 0.000, 0.000, 0.000, 0.000, 0.007, -0.004, 0.010, -0.090, 0.065, 0.200, 0.648, -0.002, 0.009, 0.055, 0.004, 0.000, 0.029, 0.009, 0.006, 0.002, 0.000, -0.012, 0.005, 0.002, 0.002, -0.059, 0.090, 0.006, 0.035, 0.000, 0.002, 0.001, -0.002, -0.001, 0.000, -0.004, 0.000, 0.004, 0.000, 0.000, 0.000, 0.000, 0.000, -0.001, 0.001, -0.016, -0.009]}

(6)
{"formula": "C6H10O", "method": "ωB97M-V with the def2-TZVPD basis set", "energy_ha": -309.7418, "homo_lumo_gap_ev": 10.25, "lumo_energy_ev": 1.08, "de_lowest_ev": 2.737, "smiles": "CO[C@@H]1[C@@H]2CC[C@@H]21", "species": ["C", "O", "C", "C", "C", "C", "C", "H", "H", "H", "H", "H", "H", "H", "H", "H", "H"], "xyz": [[-2.0656, 0.0503, -0.5971], [-1.4846, -0.5976, 0.5087], [-0.4736, 0.2511, 1.0499], [0.3489, 1.0894, 0.1721], [1.1300, 0.3349, -0.8961], [1.7203, -0.6491, 0.1178], [0.9259, -0.1085, 1.2848], [-3.0173, 0.5494, -0.3697], [-2.1809, -0.6416, -1.4383], [-1.3678, 0.8383, -0.9089], [-0.8425, 0.8357, 1.9038], [0.2082, 2.1740, 0.0804], [1.8873, 0.9885, -1.3388], [0.5737, -0.1392, -1.7142], [2.7796, -0.4260, 0.2801], [1.6152, -1.7129, -0.1024], [1.2895, -0.2816, 2.3081]], "mulliken_charge": [-0.653, -0.419, 0.326, -0.803, -0.429, -0.442, -0.588, 0.261, 0.248, 0.300, 0.367, 0.389, 0.317, 0.215, 0.285, 0.273, 0.354]}